DFT (ωB97M-V/def2-TZVPD) results for a molecular structure, C4H10O2.

Summary:
gap between HOMO and LUMO: 0.323 hartree
relative energy (zero: lowest compared OMol25 entry of this formula, charge and spin): 107.1 kcal per mole
HOMO level: -7.718 eV
E: -308.72746 hartree

ORCA input file:
```
! RIJCOSX wB97M-V def2-TZVPD def2/J DEFGRID3
* xyz 0 1
C -0.443 0.686 1.952
O 0.474 0.504 0.873
C -0.064 0.779 -0.346
C 1.042 0.831 -1.363
C -0.653 -1.306 -0.776
O -0.190 -1.917 0.361
H -0.815 1.712 1.956
H -1.281 -0.013 1.865
H 0.108 0.477 2.869
H -0.968 0.007 -0.622
H 1.528 1.800 -1.217
H 0.645 0.799 -2.382
H 1.810 0.047 -1.257
H -1.691 -1.594 -0.955
H -0.035 -1.452 -1.670
H 0.534 -1.361 0.713
*
```